Entry 1:
Molecular formula: C26H45Cl10FO5
Method: DFT, ωB97M-V with the def2-TZVPD basis set

HOMO energy (Ha): -0.35728
LUMO (eV): 0.13
ΔE to the lowest compared entry with this formula, charge and spin (kJ/mol): 0.00

Last column: Mulliken charge in e.
Geometry (Å):
1 F -0.166 0.997 -1.027  0.104
2 C 0.096 -0.272 -0.628  -0.068
3 C 1.243 -0.515 0.085  -0.044
4 C 1.571 -1.801 0.493  -0.863
5 C 0.710 -2.846 0.179  -1.010
6 C -0.466 -2.563 -0.528  -0.528
7 C -0.785 -1.293 -0.958  -0.308
8 H 1.884 0.331 0.298  0.593
9 H 2.498 -1.952 1.035  0.654
10 H 0.903 -3.865 0.483  0.412
11 H -1.154 -3.377 -0.721  0.603
12 H -1.708 -1.065 -1.473  0.371
13 C 1.747 5.211 -2.871  -1.205
14 C 1.745 4.668 -1.459  0.801
15 C 2.264 3.267 -1.269  -0.446
16 O 1.342 5.333 -0.534  -0.523
17 H 1.053 4.646 -3.498  0.223
18 H 2.761 5.128 -3.263  0.453
19 H 1.403 6.243 -2.887  0.289
20 H 3.322 3.183 -1.512  0.510
21 H 1.674 2.594 -1.896  -0.022
22 H 2.087 2.962 -0.239  -0.076
23 C -1.400 1.788 -3.774  0.073
24 C -1.563 1.632 -5.268  0.449
25 C -1.169 0.290 -5.846  -0.925
26 O -2.095 2.452 -5.974  -0.572
27 H -0.346 1.916 -3.521  0.121
28 H -1.746 0.871 -3.291  0.010
29 H -1.999 2.592 -3.362  0.045
30 H -1.985 -0.413 -5.672  0.103
31 H -0.239 -0.138 -5.468  0.333
32 H -1.012 0.433 -6.914  0.350
33 C -1.527 6.765 -0.861  -1.031
34 C -1.751 5.385 -0.331  0.576
35 C -1.874 4.210 -1.278  -0.423
36 O -1.848 5.181 0.862  -0.570
37 H -2.351 7.120 -1.477  0.389
38 H -0.595 6.756 -1.434  0.101
39 H -1.362 7.427 -0.015  0.322
40 H -2.784 4.350 -1.869  0.555
41 H -1.943 3.288 -0.709  0.178
42 H -1.045 4.202 -1.987  -0.089
43 C 0.597 -6.061 2.478  -0.998
44 C 1.686 -5.998 3.525  0.654
45 C 2.462 -4.724 3.610  -0.496
46 O 1.916 -6.954 4.226  -0.567
47 H -0.061 -5.190 2.493  0.276
48 H 0.002 -6.955 2.645  0.352
49 H 1.075 -6.116 1.497  0.238
50 H 3.276 -4.793 4.328  0.345
51 H 1.854 -3.841 3.809  -0.026
52 H 2.944 -4.495 2.651  0.291
53 C -0.871 0.086 5.978  -1.114
54 C 0.303 -0.495 5.238  0.896
55 C -0.005 -1.133 3.906  0.055
56 O 1.402 -0.596 5.722  -0.538
57 H -1.622 -0.706 6.007  0.345
58 H -1.311 0.929 5.446  0.135
59 H -0.627 0.422 6.981  0.327
60 H 0.774 -1.785 3.519  -0.503
61 H -0.145 -0.339 3.160  -0.138
62 H -0.950 -1.680 3.894  0.517
63 Cl -4.948 -4.432 -3.226  -0.143
64 C -4.578 -2.935 -4.069  -0.436
65 Cl -2.885 -2.434 -3.781  -0.062
66 H -4.697 -3.050 -5.139  0.392
67 H -5.233 -2.166 -3.678  0.260
68 Cl -3.575 -4.072 0.785  -0.087
69 C -5.038 -3.283 0.176  -0.377
70 Cl -4.666 -1.852 -0.814  -0.125
71 H -5.608 -4.015 -0.382  0.257
72 H -5.638 -2.898 0.993  0.337
73 Cl 4.928 -0.148 2.091  -0.171
74 C 3.950 -0.642 3.511  0.672
75 Cl 4.725 -2.021 4.336  -0.174
76 H 3.893 0.204 4.180  0.365
77 H 2.990 -0.968 3.138  -0.696
78 Cl 1.537 2.012 2.410  -0.057
79 C -0.009 2.822 2.050  0.199
80 Cl -1.027 2.795 3.487  -0.196
81 H 0.208 3.801 1.637  0.410
82 H -0.544 2.229 1.315  -0.350
83 Cl 3.950 -1.494 -3.568  -0.192
84 C 3.906 -1.923 -1.850  0.336
85 Cl 5.504 -2.432 -1.266  -0.166
86 H 3.543 -1.040 -1.337  -0.102
87 H 3.222 -2.754 -1.729  0.136

---

Entry 2:
Molecular formula: C26H45Cl2N12S2
Method: DFT, ωB97M-V with the def2-TZVPD basis set

HOMO energy (Ha): -0.39641
LUMO (eV): -3.96
Charge: +1

Last column: Mulliken charge in e.
Geometry (Å):
1 C -6.565 -1.820 0.577  -0.928
2 C -5.011 -1.450 0.142  0.195
3 Cl -4.282 -3.091 -0.410  -0.192
4 C -4.303 -0.863 1.483  -0.394
5 Cl -5.430 0.484 2.148  -0.068
6 S -2.638 -0.052 1.214  0.426
7 S -3.031 1.995 0.730  0.022
8 C -1.721 -0.746 -0.255  -0.409
9 C -0.132 -0.338 -0.026  -0.477
10 C 0.734 -0.334 -1.399  -0.310
11 C 2.310 -0.126 -0.937  -0.551
12 N 3.284 -0.849 -1.824  -0.249
13 C 4.574 -1.168 -1.093  0.339
14 N 5.403 -2.086 -1.621  -0.566
15 N 4.968 -0.548 0.220  -0.588
16 H -7.322 -1.000 0.272  0.317
17 H -6.645 -2.026 1.734  0.293
18 H -6.825 -2.853 0.079  0.183
19 H -5.054 -0.680 -0.747  0.310
20 H -4.295 -1.735 2.265  0.459
21 H -2.372 2.705 1.768  0.169
22 H -1.723 -1.912 -0.324  0.433
23 H -2.027 -0.277 -1.283  0.205
24 H 0.303 -1.198 0.643  0.248
25 H -0.072 0.644 0.585  0.157
26 H 0.618 -1.307 -2.041  0.306
27 H 0.476 0.611 -2.049  0.230
28 H 2.581 0.997 -0.794  0.265
29 H 2.358 -0.597 0.144  0.195
30 H 2.904 -1.770 -2.121  0.333
31 H 6.253 -2.233 -1.046  0.099
32 H 6.005 -0.610 0.385  0.342
33 H 4.558 -1.160 0.955  0.250
34 C -1.225 5.653 0.087  -0.946
35 C -0.473 4.401 0.468  0.484
36 N 0.138 3.388 0.776  -0.530
37 H -0.683 6.535 0.436  0.381
38 H -1.330 5.707 -0.999  0.335
39 H -2.219 5.643 0.541  0.288
40 C 7.745 -2.911 2.044  -0.728
41 C 8.104 -2.984 0.561  0.142
42 N 8.391 -3.042 -0.622  -0.547
43 H 8.426 -3.547 2.616  0.285
44 H 7.832 -1.879 2.389  0.434
45 H 6.720 -3.256 2.192  0.319
46 C 5.997 -2.051 -4.779  -0.307
47 C 5.705 -1.804 -6.240  0.233
48 N 5.469 -1.605 -7.415  -0.419
49 H 6.213 -3.110 -4.616  0.283
50 H 6.861 -1.460 -4.467  0.265
51 H 5.134 -1.767 -4.173  -0.079
52 C -3.289 3.349 -3.028  -0.472
53 C -3.515 4.688 -2.365  0.278
54 N -3.696 5.764 -1.831  -0.505
55 H -2.286 3.312 -3.459  0.283
56 H -3.390 2.548 -2.292  0.060
57 H -4.024 3.198 -3.822  0.365
58 C -8.228 -5.325 -2.678  -0.796
59 C -8.460 -3.993 -2.005  0.479
60 N -8.647 -2.922 -1.463  -0.483
61 H -7.225 -5.353 -3.110  0.257
62 H -8.324 -6.132 -1.949  0.273
63 H -8.962 -5.473 -3.473  0.309
64 C 8.337 -3.230 6.396  -0.880
65 C 8.051 -2.973 4.935  0.597
66 N 7.818 -2.767 3.749  -0.396
67 H 8.553 -4.290 6.552  0.276
68 H 9.200 -2.641 6.715  0.276
69 H 7.471 -2.950 6.999  0.272
70 C -3.013 1.078 5.728  -0.875
71 C -2.637 1.009 4.267  0.456
72 N -2.333 0.951 3.089  -0.619
73 H -2.343 0.446 6.315  0.303
74 H -2.934 2.108 6.083  0.283
75 H -4.040 0.732 5.864  0.285
76 C -0.599 5.936 4.260  -0.374
77 C -0.057 7.335 4.089  0.263
78 N 0.380 8.460 3.951  -0.385
79 H -0.848 5.511 3.285  -0.034
80 H 0.148 5.303 4.744  0.265
81 H -1.500 5.959 4.878  0.264
82 C -2.042 0.730 -6.483  -0.776
83 C -3.031 0.472 -5.371  0.456
84 N -3.827 0.264 -4.476  -0.492
85 H -2.300 0.127 -7.357  0.311
86 H -2.062 1.786 -6.760  0.275
87 H -1.035 0.467 -6.153  0.262

---

Entry 3:
Molecular formula: C26H45Cl3O2P2Rh
Method: DFT, ωB97M-V with the def2-TZVPD basis set

HOMO energy (spin up / spin down) (Ha): -0.28247 / -0.40812
LUMO (spin up / spin down) (eV): -2.65 / -5.13
ΔE to the lowest compared entry with this formula, charge and spin (kJ/mol): 0.00
Spin multiplicity: 5
Charge: +1

Last column: Mulliken charge in e.
Geometry (Å):
1 Rh 0.508 0.686 -2.241  -0.018
2 C 1.605 1.567 0.411  0.364
3 C 1.897 0.456 1.176  0.211
4 C 2.120 -0.283 -1.031  1.295
5 C 1.950 1.229 -1.001  0.924
6 C 2.098 -0.680 0.340  0.254
7 C 1.368 2.947 0.835  -1.229
8 H 0.933 3.025 1.838  0.203
9 H 0.654 3.384 0.128  0.119
10 H 2.282 3.558 0.787  0.402
11 C 2.705 2.113 -1.899  -1.703
12 H 2.730 3.116 -1.496  0.410
13 H 2.184 2.121 -2.878  0.411
14 H 3.725 1.769 -2.048  0.383
15 C 2.748 -1.012 -2.164  -1.323
16 H 3.076 -0.303 -2.937  0.418
17 H 2.025 -1.689 -2.649  -0.262
18 H 3.609 -1.617 -1.844  0.341
19 C 2.461 -2.010 0.878  -1.367
20 H 3.312 -1.924 1.576  0.458
21 H 2.739 -2.709 0.085  0.245
22 H 1.629 -2.467 1.439  0.151
23 C 2.239 0.465 2.666  -1.431
24 H 3.538 0.473 2.808  0.042
25 H 2.183 -0.547 3.094  0.636
26 H 3.126 1.218 2.870  0.509
27 C -3.242 0.499 0.754  -0.304
28 C -2.598 1.269 1.638  -0.712
29 C -2.180 0.880 3.032  0.720
30 C -2.257 -0.627 3.344  -1.474
31 C -1.232 -1.414 2.608  0.253
32 C -1.443 -2.070 1.465  -0.308
33 C -2.653 -2.024 0.587  0.162
34 C -3.710 -0.913 0.825  -1.580
35 H -2.779 1.402 3.802  0.421
36 H -3.266 -0.999 3.182  0.544
37 H -1.145 1.240 3.183  -0.627
38 H -4.285 -1.158 1.726  0.464
39 H -3.485 0.976 -0.208  0.606
40 H -2.464 2.344 1.444  0.515
41 H -4.434 -1.008 0.002  0.464
42 H -2.325 -1.950 -0.464  -0.184
43 H -0.591 -2.617 1.023  -0.117
44 H -3.192 -2.983 0.655  0.450
45 H -2.054 -0.755 4.409  0.485
46 H -0.243 -1.433 3.081  0.315
47 P -0.653 2.282 -2.885  0.988
48 C 0.093 3.807 -3.607  -1.382
49 H -0.702 4.441 -4.031  0.426
50 H 0.829 3.592 -4.396  0.402
51 H 0.605 4.369 -2.810  0.358
52 C -2.030 1.782 -3.972  -1.173
53 H -2.577 2.666 -4.326  0.425
54 H -2.692 1.139 -3.373  0.343
55 H -1.646 1.202 -4.821  0.361
56 C -1.458 2.957 -1.392  -1.065
57 H -2.247 3.669 -1.677  0.590
58 H -0.716 3.468 -0.767  0.386
59 H -1.870 2.114 -0.809  -0.254
60 P -0.148 -2.832 -2.161  0.677
61 C 0.962 -4.209 -1.545  -1.324
62 H 0.750 -5.146 -2.082  0.520
63 H 0.777 -4.376 -0.474  0.331
64 H 2.022 -3.959 -1.673  0.331
65 C -1.631 -3.964 -2.165  -1.417
66 H -1.399 -4.913 -2.672  0.516
67 H -2.463 -3.474 -2.684  0.402
68 H -1.942 -4.180 -1.135  0.358
69 C 0.246 -3.051 -3.956  -1.218
70 H 0.019 -4.068 -4.308  0.399
71 H 1.300 -2.825 -4.149  0.464
72 H -0.369 -2.325 -4.503  0.313
73 Cl 1.501 2.159 7.250  -0.085
74 C 0.640 1.708 5.790  0.849
75 Cl -0.484 0.368 6.139  -0.129
76 Cl -0.189 3.093 5.075  -0.120
77 C 1.663 1.139 4.748  -0.018
78 O 2.691 0.591 5.085  -0.531
79 O 1.256 1.227 3.459  -0.260

---

Values for electronic energy, a.u., ordered as above
-6095.65241 -3390.71067 -3341.37534